Record 1
H22O11 | wB97M-V/def2-TZVPD

Geometry as XYZ:
```
33
H22O11 (wB97M-V/def2-TZVPD)
H -1.0296 0.1193 -0.8376
H 0.0671 1.0990 -1.2218
H 3.2986 -1.9478 -0.8168
H 2.4667 -1.6977 0.4304
H -4.0253 0.7763 0.6196
H -4.9611 0.5500 -0.5564
H 0.3373 -1.9058 -1.4369
H 0.5720 -0.5886 -2.1579
H -0.3106 -2.3757 2.8529
H 1.0820 -2.6323 2.3008
H 2.0475 2.4879 1.1481
H 1.1601 3.0890 0.0705
H 3.8416 2.1471 -1.5303
H 4.3848 3.4910 -1.0732
H -1.9169 2.8323 2.3251
H -1.9943 3.5570 0.9914
H -0.4919 -0.0313 0.6967
H 0.5331 0.1117 1.8097
H 0.8677 -2.8337 -0.0788
H 1.3646 -4.0548 0.6775
H -4.5737 -0.7705 -1.7940
H -3.2571 -0.1350 -1.3784
O -0.7662 0.7299 -1.5354
O 3.3751 -1.6882 0.1083
O -4.9466 0.5900 0.4065
O 0.9053 -1.4908 -2.0957
O 0.1484 -2.7550 2.0950
O 2.0851 2.9668 0.3125
O 3.8000 2.7751 -0.8003
O -1.6792 2.7407 1.3956
O 0.2315 -0.4996 1.1283
O 1.0035 -3.7832 -0.1738
O -3.6194 -0.8730 -1.8815
```

## Properties
* energy above the lowest of the compared OMol25 structures with the same formula, charge and spin: 105.2 kcal per mole
* multiplicity: 1
* E: -22876.950 eV
* LUMO energy: -0.49 eV
* SMILES: O.O.O.O.O.O.O.O.O.O.O
* molecular weight: 198.16 g/mol

---

Record 2
C4H9NO2 | wB97M-V/def2-TZVPD

Geometry as XYZ:
```
16
C4H9NO2 (wB97M-V/def2-TZVPD)
C 0.2106 1.5780 0.7205
C 0.5644 -0.9375 1.2099
C -0.2475 0.1585 0.5959
C -1.6481 -0.0804 0.3447
O -2.6806 -0.0769 0.9676
H 0.5337 -0.8409 2.3040
H 0.1274 1.9051 1.7658
H 1.2514 1.6813 0.4037
H -0.3995 2.2515 0.1170
H 1.6094 -0.8774 0.8967
H 0.1696 -1.9224 0.9577
N 0.3379 -0.8205 -2.5341
O -0.1036 -0.1484 -1.4040
H -1.5121 -0.2713 -0.8766
H 1.0785 -1.4756 -2.2907
H 0.7083 -0.1230 -3.1782
```

## Properties
* energy above the lowest of the compared OMol25 structures with the same formula, charge and spin: 153.7 kcal per mole
* multiplicity: 1
* E: -9873.396 eV
* LUMO energy (alpha / beta): -0.19 / -0.19 eV
* molecular weight: 103.12 g/mol

---

Record 3
C19H25ClF4NO6P | wB97M-V/def2-TZVPD

Geometry as XYZ:
```
57
C19H25ClF4NO6P (wB97M-V/def2-TZVPD)
C -0.0509 1.2465 -2.0187
C 1.3614 0.5208 -2.1660
Cl 1.5137 0.1106 -3.9647
C 2.4711 1.5571 -1.7033
C 3.8204 0.9041 -1.2878
C 5.0929 1.3059 -1.8923
C 5.2900 2.4233 -2.9567
F 6.6234 2.8561 -2.8219
F 4.5157 3.5480 -2.7565
C 5.2136 1.8932 -4.4552
F 3.9371 1.6399 -4.8649
F 6.0108 0.7428 -4.4858
C 6.3228 0.5997 -1.4656
C 6.3100 -0.4778 -0.4620
C 5.0575 -0.8517 0.1695
C 3.8529 -0.1337 -0.2746
C 2.7412 -0.7671 0.5902
O 1.5573 -0.5493 0.6910
N 3.3309 -1.7707 1.4505
C 4.7245 -1.9324 1.2351
O 5.5046 -2.7185 1.6939
H -0.6419 0.7057 -1.2384
H 0.1155 2.3254 -1.7626
H -0.5985 1.1741 -2.9982
H 1.4169 -0.4583 -1.6428
H 2.5455 2.3238 -2.5102
H 2.0400 2.0681 -0.7947
H 5.7527 2.6401 -5.1010
H 7.3261 0.8209 -1.8985
H 7.2547 -1.0063 -0.1850
H 2.7681 -2.6158 1.5782
O -5.2597 -1.8778 2.9693
P -4.5222 -0.8066 2.1978
O -5.7559 0.2709 2.0159
C -6.1418 1.0476 3.1435
C -5.1204 2.1271 3.4575
O -4.5906 -1.5201 0.7092
C -4.7535 -2.9301 0.5820
C -6.2146 -3.2827 0.3737
O -3.4731 0.3214 1.4887
C -2.0954 0.2188 1.8847
C -1.4706 -1.0931 1.4506
H -6.2990 0.3978 4.0105
H -7.0990 1.5112 2.8990
H -4.1838 1.6863 3.8110
H -5.4936 2.7983 4.2342
H -4.8866 2.7102 2.5653
H -4.3328 -3.4515 1.4437
H -4.1773 -3.2461 -0.2914
H -6.8517 -2.8363 1.1386
H -6.3570 -4.3652 0.3877
H -6.5634 -2.8971 -0.5868
H -2.0240 0.3374 2.9703
H -1.5639 1.0531 1.4232
H -1.9318 -1.9410 1.9688
H -0.4045 -1.1019 1.6710
H -1.6140 -1.2551 0.3808
```

## Properties
* multiplicity: 1
* E: -66564.190 eV
* LUMO energy: -1.19 eV
* SMILES: C[C@@H](Cl)Cc1c(C(F)(F)C(F)F)ccc2c1C(=O)NC2=O.CCOP(=O)(OCC)OCC
* molecular weight: 505.83 g/mol

---

Record 4
C5H6INO | wB97M-V/def2-TZVPD

Geometry as XYZ:
```
14
C5H6INO (wB97M-V/def2-TZVPD)
C -0.6410 -1.0428 1.3278
C -1.8573 0.6332 0.2808
C 0.3586 -0.8997 0.5120
C -0.8148 0.7693 -0.5261
C 1.7305 -1.1318 0.1803
N -0.2814 1.2577 -1.6634
O -1.7781 -0.2439 1.3735
I -0.5353 3.4403 -2.1885
H -0.4842 -1.7018 2.1092
H -2.8050 1.1316 0.1853
H 1.9066 -0.7962 -0.8157
H 2.3875 -0.3860 0.6635
H 2.0496 -2.1744 0.2366
H 0.7644 1.1446 -1.6754
```

## Properties
* energy above the lowest of the compared OMol25 structures with the same formula, charge and spin: 121.6 kcal per mole
* multiplicity: 1
* E: -16914.898 eV
* LUMO energy (alpha / beta): -1.36 / -1.36 eV
* molecular weight: 223.01 g/mol

---

Record 5
C15H27MnN5O4S | wB97M-V/def2-TZVPD

Geometry as XYZ:
```
53
C15H27MnN5O4S (wB97M-V/def2-TZVPD)
Mn 0.4368 -1.0663 -0.9939
N -0.5439 -2.8508 -1.3927
C -1.7831 -2.6508 -2.2224
C -2.2160 -1.2018 -2.1116
N -1.0183 -0.3328 -2.3230
C -1.2598 1.1050 -1.9773
C 0.0863 1.7575 -1.7230
N 0.8602 0.9155 -0.7531
C -0.5603 -0.4017 -3.7570
C 0.5861 -1.3730 -3.9567
N 1.4948 -1.1898 -2.8095
H 0.0512 -3.5781 -1.7850
H -0.8181 -3.1954 -0.4751
H -2.5786 -3.3073 -1.8735
H -1.5620 -2.9331 -3.2478
H -2.6065 -0.9862 -1.1210
H -2.9886 -0.9710 -2.8486
H -1.8801 1.1399 -1.0869
H -1.7887 1.6070 -2.7898
H -0.0524 2.7600 -1.3181
H 0.6819 1.8533 -2.6296
H 0.6014 1.1741 0.2034
H 1.8583 1.1060 -0.8270
H -0.2264 0.5934 -4.0447
H -1.4111 -0.6465 -4.3943
H 1.0870 -1.1772 -4.9049
H 0.2647 -2.4104 -3.9756
H 2.0861 -0.3721 -2.9488
H 2.1489 -1.9627 -2.6963
C 1.3991 3.9054 4.8291
C 0.7340 2.8250 4.0293
C 0.1782 3.0895 2.7777
C -0.4567 2.0930 2.0538
C -0.5212 0.8029 2.5831
C -0.0093 0.5254 3.8517
C 0.6194 1.5352 4.5522
S -1.3074 -0.4613 1.6842
O -1.7935 -1.4612 2.5727
O -2.1393 0.1354 0.6776
N -0.0797 -1.2094 0.8008
C 0.8476 -1.9867 1.6430
C 2.1267 -2.1881 0.8769
O 3.1402 -2.6305 1.2945
O 1.9894 -1.7830 -0.4240
H 1.4575 4.8402 4.2763
H 2.4073 3.6057 5.1166
H 0.8447 4.0888 5.7508
H 0.2083 4.0984 2.3858
H -0.9579 2.3237 1.1208
H -0.1607 -0.4457 4.3037
H 1.0087 1.3293 5.5415
H 0.4289 -2.9609 1.9098
H 1.0860 -1.4760 2.5755
```

## Properties
* energy above the lowest of the compared OMol25 structures with the same formula, charge and spin: 7.1 kcal per mole
* multiplicity: 4
* E: -73774.956 eV
* LUMO energy (alpha / beta): -8.37 / -8.31 eV
* total charge: +2
* molecular weight: 428.42 g/mol

---

Record 6
C38H44NO7W | wB97M-V/def2-TZVPD

Geometry as XYZ:
```
91
C38H44NO7W (wB97M-V/def2-TZVPD)
C 3.0011 2.7387 -6.5711
C 2.1140 2.8527 -5.3180
C 4.1942 1.8988 -6.0481
C 4.3850 2.3094 -4.5874
H 5.0779 2.0628 -6.6547
H 3.9202 0.8497 -6.1302
C 3.0981 3.0568 -4.1730
H 1.5781 1.9109 -5.2101
H 1.3689 3.6414 -5.3827
C 2.7285 2.4467 -2.8216
H 3.3159 4.1168 -4.0589
H 5.2299 2.9877 -4.5176
C 4.5612 1.2131 -3.5101
C 2.3571 1.9607 -7.7009
C 3.4917 4.1289 -6.9917
O 4.6400 4.3533 -7.2831
O 1.4139 1.2115 -7.5959
O 3.0402 2.1516 -8.8489
O 2.6385 5.1817 -6.9436
C 1.6707 5.4730 -7.9569
H 0.6468 5.3361 -7.6233
H 1.8539 4.8618 -8.8381
H 1.8218 6.5171 -8.2110
C 2.3934 1.6891 -10.0473
H 2.1739 0.6271 -9.9749
H 3.0969 1.8789 -10.8494
H 1.4662 2.2313 -10.2156
O 3.8958 1.7808 -2.3590
H 1.8902 1.7463 -2.9247
H 2.4558 3.1833 -2.0690
C 6.0111 1.0128 -3.1227
C 3.9140 -0.1239 -3.8505
H 4.4707 -0.6539 -4.6217
H 2.8875 -0.0184 -4.1963
H 3.9049 -0.7464 -2.9586
H 6.1122 0.2125 -2.3918
H 6.4158 1.9249 -2.6896
H 6.6054 0.7527 -3.9977
W 0.0000 0.0000 0.0000
C 0.0517 0.9582 2.1397
C 0.9720 1.6682 1.3359
C 0.2533 2.3308 0.3195
H 2.0410 1.6543 1.4408
C -1.1128 2.0431 0.4984
C -1.2378 1.2044 1.6259
H -2.1552 0.7951 2.0119
H 0.2910 0.3481 2.9944
H 0.6805 2.9197 -0.4748
H -1.9177 2.3803 -0.1329
C -0.4793 -2.2608 -0.5805
C -1.5240 -1.7822 0.2353
C -2.1759 -0.7458 -0.4699
H -1.7831 -2.1452 1.2158
C -1.5121 -0.5609 -1.7035
C -0.4727 -1.5132 -1.7710
H 0.2530 -1.6012 -2.5601
H 0.2406 -3.0145 -0.3110
H -3.0217 -0.1801 -0.1217
H -1.7677 0.1588 -2.4627
C -3.5992 -6.0471 2.7657
C -3.5123 -4.5564 2.9690
C -4.6581 -3.7940 2.6955
C -4.6430 -2.4164 2.8404
C -3.4837 -1.7744 3.2512
C -2.3007 -2.4897 3.5352
N -1.1357 -1.7020 3.8312
C 0.0957 -2.1298 4.4037
C 0.0624 -2.4695 5.7644
C 1.2270 -2.7810 6.4531
C 2.4528 -2.7500 5.7937
C 2.5250 -2.4001 4.4409
C 1.3660 -2.0790 3.7072
C 1.5262 -1.6287 2.2725
O 2.6875 -1.2133 1.8211
O 0.4289 -1.3705 1.6035
C -2.3117 -3.9145 3.4009
C -1.0676 -4.7307 3.6642
H -2.8616 -6.3625 1.9976
H -3.3987 -6.5701 3.7235
H -4.6033 -6.3608 2.4089
H -5.5723 -4.2667 2.3562
H -5.5313 -1.8388 2.6136
H -3.5045 -0.6940 3.3241
H -1.2923 -0.6875 3.8754
H -0.8824 -2.4641 6.2983
H 1.1766 -3.0277 7.5069
H 3.3558 -2.9803 6.3439
H 3.4983 -2.3654 3.9716
H -0.2455 -4.3857 3.0049
H -0.7835 -4.6428 4.7284
H -1.1883 -5.8129 3.4832
```

## Properties
* energy above the lowest of the compared OMol25 structures with the same formula, charge and spin: 18.6 kcal per mole
* multiplicity: 3
* E: -57765.361 eV
* LUMO energy (alpha / beta): 2.00 / 2.00 eV
* total charge: -1
* molecular weight: 810.61 g/mol